3 unconnected molecules or ions with the total composition C38H32O6P at a distorted geometry, computed with ωB97M-V/def2-TZVPD.

Each line ends with the Löwdin charge.
CARTESIAN COORDINATES (ANGSTROEM)
C  -3.732  1.389  1.671  -0.105
C  -3.380  1.016  0.144  -0.176
C  -3.784  -0.372  -0.449  -0.054
C  -3.372  -0.675  -1.911  -0.120
C  -2.604  0.298  -2.840  -0.091
C  -2.206  1.674  -2.260  -0.048
C  -2.605  1.982  -0.790  -0.208
C  -2.122  3.411  -0.217  -0.322
P  -0.418  3.069  0.668  0.478
O  -0.238  4.665  1.338  -0.374
C  0.847  4.650  2.298  -0.242
C  1.927  3.518  1.816  -0.228
O  1.049  2.415  1.409  -0.495
H  -2.938  0.863  2.325  0.074
H  -4.739  0.971  2.006  0.064
H  -3.737  2.513  1.856  0.060
H  -4.355  -1.109  0.221  0.085
H  -3.641  -1.697  -2.328  0.061
H  -2.286  0.045  -3.915  0.067
H  -1.623  2.454  -2.858  0.092
H  -2.908  3.841  0.496  0.058
H  -2.013  4.164  -1.083  0.070
H  0.242  3.582  -0.534  0.010
H  -0.445  1.811  -0.071  0.000
H  -1.205  2.595  1.797  0.016
H  1.480  5.590  2.424  0.110
H  0.399  4.139  3.218  0.105
H  2.553  3.016  2.634  0.112
H  2.515  3.776  0.858  0.107
C  -0.409  -0.329  10.558  -0.071
C  0.277  -1.540  10.505  -0.072
C  0.803  -1.990  9.299  -0.006
C  0.634  -1.234  8.139  -0.084
C  -0.074  -0.033  8.187  -0.082
C  -0.586  0.424  9.403  -0.003
C  -0.303  0.754  6.953  -0.282
O  -0.919  1.806  6.998  0.099
C  0.219  0.241  5.668  -0.090
C  -0.038  0.941  4.488  0.020
C  0.461  0.472  3.276  -0.035
C  1.225  -0.693  3.240  -0.036
C  1.479  -1.397  4.412  -0.007
C  0.968  -0.938  5.628  -0.101
C  1.214  -1.713  6.862  -0.286
O  1.880  -2.736  6.833  0.083
H  -0.812  0.026  11.502  0.102
H  0.403  -2.133  11.405  0.101
H  1.341  -2.931  9.265  0.117
H  -1.126  1.364  9.449  0.119
H  -0.630  1.851  4.508  0.118
H  0.255  1.017  2.358  0.063
H  1.620  -1.054  2.296  0.111
H  2.071  -2.306  4.377  0.114
C  -0.323  -0.982  -10.362  -0.064
C  -1.296  -0.690  -9.409  -0.059
C  -1.051  -0.943  -8.064  0.006
C  0.165  -1.501  -7.669  -0.081
C  1.129  -1.817  -8.626  -0.085
C  0.887  -1.545  -9.973  -0.002
C  2.404  -2.456  -8.225  -0.281
O  3.249  -2.728  -9.061  0.094
C  2.633  -2.765  -6.796  -0.087
C  3.804  -3.419  -6.409  -0.003
C  4.032  -3.702  -5.067  -0.061
C  3.098  -3.325  -4.105  -0.053
C  1.927  -2.679  -4.486  0.012
C  1.688  -2.407  -5.834  -0.081
C  0.423  -1.751  -6.232  -0.276
O  -0.396  -1.426  -5.392  0.107
H  -0.511  -0.776  -11.411  0.104
H  -2.245  -0.262  -9.714  0.107
H  -1.811  -0.708  -7.325  0.123
H  1.639  -1.776  -10.721  0.119
H  4.538  -3.712  -7.153  0.118
H  4.941  -4.215  -4.769  0.105
H  3.280  -3.540  -3.057  0.109
H  1.200  -2.393  -3.732  0.128

Summary:
- E_LUMO (eV) = 0.40
- F_max (eV Å⁻¹) = 4.4
- orbital gap (eV) = 4.39
- E (hartree) = -2259.908339
- net charge = -1


A molecular structure, C38H33AuClP2Si, computed with ωB97M-V/def2-TZVPD.

Each line ends with the Löwdin charge.
CARTESIAN COORDINATES (ANGSTROEM)
Au  0.047  -0.340  -0.266  0.603
C  0.702  1.957  -3.011  -0.202
Si  0.196  1.871  -1.244  0.509
C  1.516  2.661  -0.187  -0.303
C  1.704  4.044  -0.305  -0.090
C  2.742  4.687  0.351  -0.055
C  3.635  3.950  1.119  -0.052
C  3.478  2.579  1.238  -0.088
C  2.406  1.933  0.615  -0.365
P  2.198  0.138  0.864  1.009
C  1.826  -0.156  2.619  -0.378
C  2.035  0.791  3.617  -0.076
C  1.820  0.456  4.948  -0.074
C  1.384  -0.814  5.291  -0.063
C  1.160  -1.762  4.298  -0.061
C  1.384  -1.434  2.970  -0.124
C  3.831  -0.562  0.565  -0.355
C  4.424  -0.329  -0.679  -0.089
C  5.679  -0.841  -0.958  -0.065
C  6.348  -1.596  0.001  -0.064
C  5.760  -1.835  1.233  -0.062
C  4.500  -1.322  1.520  -0.068
C  -1.483  2.626  -0.985  -0.311
C  -2.041  3.452  -1.973  -0.084
C  -3.287  4.037  -1.794  -0.061
C  -3.993  3.806  -0.621  -0.057
C  -3.456  2.994  0.368  -0.065
C  -2.211  2.392  0.195  -0.371
P  -1.462  1.299  1.470  1.072
C  -1.067  2.446  2.826  -0.354
C  -0.627  3.743  2.551  -0.081
C  -0.223  4.582  3.582  -0.066
C  -0.269  4.139  4.898  -0.072
C  -0.712  2.854  5.179  -0.080
C  -1.098  2.009  4.148  -0.111
C  -2.821  0.249  2.101  -0.359
C  -3.838  0.719  2.935  -0.102
C  -4.864  -0.121  3.346  -0.063
C  -4.888  -1.449  2.935  -0.067
C  -3.877  -1.936  2.121  -0.067
C  -2.851  -1.089  1.718  -0.110
H  0.835  3.000  -3.321  0.044
H  -0.048  1.492  -3.660  0.043
H  1.654  1.438  -3.156  0.032
H  1.027  4.632  -0.923  0.113
H  2.867  5.759  0.250  0.114
H  4.460  4.442  1.619  0.114
H  4.197  2.008  1.817  0.118
H  2.345  1.798  3.368  0.100
H  1.984  1.201  5.718  0.112
H  1.215  -1.068  6.331  0.112
H  0.818  -2.755  4.559  0.112
H  1.226  -2.181  2.202  0.049
H  3.907  0.261  -1.429  0.106
H  6.136  -0.655  -1.921  0.111
H  7.330  -1.996  -0.216  0.112
H  6.281  -2.423  1.980  0.112
H  4.049  -1.512  2.485  0.102
H  -1.499  3.637  -2.896  0.098
H  -3.708  4.667  -2.568  0.112
H  -4.967  4.257  -0.476  0.113
H  -4.028  2.823  1.275  0.100
H  -0.605  4.107  1.531  0.097
H  0.112  5.586  3.357  0.109
H  0.029  4.800  5.705  0.109
H  -0.757  2.506  6.204  0.111
H  -1.423  1.001  4.378  0.110
H  -3.826  1.745  3.283  0.105
H  -5.645  0.261  3.992  0.111
H  -5.688  -2.105  3.261  0.112
H  -3.875  -2.974  1.810  0.109
H  -2.046  -1.495  1.116  0.031
Cl  -0.179  -3.539  0.340  0.567
C  -0.232  -2.399  -0.958  -0.694
H  -1.247  -2.276  -1.339  0.013
H  0.547  -2.563  -1.692  0.003

Summary:
- E_LUMO (alpha / beta) (eV) = -2.08 / -5.00
- F_max (eV Å⁻¹) = 0.5
- multiplicity = 3
- orbital gap (alpha / beta) (eV) = 7.49 / 5.60
- E (hartree) = -3035.712459
- net charge = +1


A molecular structure, C38H33Br4N6O5Sn at a distorted geometry, computed with ωB97M-V/def2-TZVPD.

Each line ends with the Löwdin charge.
CARTESIAN COORDINATES (ANGSTROEM)
Sn  -1.302  -0.481  -0.694  1.553
C  0.550  3.445  -0.704  -0.152
C  0.868  3.762  0.787  -0.095
C  -0.319  3.860  1.709  -0.287
C  -0.903  5.095  1.986  -0.031
C  -1.989  5.150  2.840  -0.079
C  -2.467  3.974  3.390  -0.074
C  -1.825  2.795  3.056  -0.134
N  -0.762  2.738  2.259  0.137
N  0.677  2.070  -1.236  -0.134
C  0.131  2.140  -2.611  -0.141
C  0.338  0.895  -3.455  -0.258
C  1.175  0.930  -4.564  -0.020
C  1.376  -0.230  -5.294  -0.059
C  0.707  -1.381  -4.924  -0.048
C  -0.123  -1.328  -3.819  -0.127
N  -0.291  -0.224  -3.100  0.058
C  2.076  1.626  -1.341  -0.139
C  2.809  1.355  -0.058  -0.280
C  4.007  2.003  0.237  -0.032
C  4.685  1.672  1.399  -0.080
C  4.158  0.687  2.222  -0.077
C  2.967  0.086  1.838  -0.134
N  2.305  0.411  0.736  0.150
H  1.225  4.079  -1.308  0.113
H  -0.473  3.771  -0.909  0.111
H  1.383  4.724  0.805  0.108
H  1.531  3.007  1.188  0.092
H  -0.518  5.995  1.522  0.109
H  -2.471  6.096  3.055  0.102
H  -3.324  3.972  4.051  0.097
H  -2.182  1.840  3.430  0.100
H  0.620  2.973  -3.140  0.119
H  -0.939  2.359  -2.545  0.117
H  1.680  1.847  -4.838  0.109
H  2.056  -0.232  -6.137  0.104
H  0.829  -2.302  -5.478  0.104
H  -0.693  -2.191  -3.492  0.118
H  2.658  2.344  -1.945  0.127
H  2.080  0.658  -1.845  0.099
H  4.396  2.758  -0.435  0.108
H  5.609  2.174  1.659  0.099
H  4.659  0.389  3.134  0.094
H  2.518  -0.700  2.441  0.103
Br  -5.609  1.669  -6.099  0.645
C  -4.748  1.621  -4.411  -0.776
C  -4.707  2.752  -3.614  -0.777
Br  -5.526  4.367  -4.178  0.644
C  -4.040  2.689  -2.378  -0.646
Br  -3.902  4.221  -1.261  0.691
C  -3.400  1.535  -1.916  -0.486
O  -2.724  1.468  -0.807  -0.302
C  -3.478  0.349  -2.730  -0.464
O  -2.903  -0.734  -2.312  -0.290
C  -4.130  0.443  -3.960  -0.638
Br  -4.090  -1.119  -5.041  0.704
C  -0.255  -0.500  4.289  -0.019
C  -0.772  -1.543  3.323  -0.381
O  -0.845  -1.330  2.133  -0.011
C  -1.171  -2.879  3.870  -0.147
C  -1.426  -3.904  2.959  0.003
C  -1.775  -5.165  3.415  -0.068
C  -1.890  -5.408  4.778  -0.093
C  -1.663  -4.384  5.687  -0.093
C  -1.298  -3.125  5.235  -0.043
H  0.141  0.334  3.718  0.067
H  0.521  -0.919  4.934  0.084
H  -1.073  -0.136  4.916  0.084
H  -1.365  -3.684  1.897  0.094
H  -1.963  -5.959  2.702  0.104
H  -2.164  -6.395  5.133  0.098
H  -1.770  -4.565  6.749  0.097
H  -1.129  -2.334  5.955  0.103
C  4.103  -3.766  -1.314  -0.042
N  2.674  -3.665  -1.083  -0.065
C  1.973  -4.698  -0.539  -0.082
C  0.660  -4.603  -0.268  -0.004
C  -0.008  -3.339  -0.553  -0.558
O  -1.214  -3.159  -0.279  -0.133
N  0.712  -2.345  -1.125  0.098
C  2.019  -2.447  -1.413  -0.511
O  2.704  -1.567  -1.946  0.001
H  4.380  -4.812  -1.440  0.080
H  4.668  -3.339  -0.481  0.090
H  4.353  -3.204  -2.209  0.081
H  2.539  -5.602  -0.349  0.117
H  0.098  -5.428  0.141  0.098

Summary:
- E_LUMO (eV) = 2.29
- F_max (eV Å⁻¹) = 1.5
- orbital gap (eV) = 6.19
- E (hartree) = -12683.113658
- net charge = -1